Below is a structure of composition C26H59CrO25S4 in a non-equilibrium geometry, with properties calculated with wB97M-V/def2-TZVPD.

```
! wB97M-V def2-TZVPD RIJCOSX def2/J DEFGRID3
* xyz 2 6
Cr -0.415 2.811 0.111
O 0.045 -1.198 -0.297
C -0.185 0.109 -0.184
O -0.920 0.635 0.633
O 0.443 0.934 -0.827
H -0.613 -1.614 0.264
C -3.947 -2.886 -1.117
C -3.773 -4.139 -0.300
C -2.937 -3.737 0.953
O -2.266 -2.580 0.405
C -3.081 -1.826 -0.500
H -4.976 -2.577 -1.299
H -3.518 -2.987 -2.114
H -3.252 -4.844 -0.947
H -4.762 -4.499 -0.015
H -2.199 -4.429 1.357
H -3.524 -3.421 1.815
H -2.453 -1.303 -1.221
H -3.618 -1.045 0.038
O 3.023 -4.039 -5.506
S 2.711 -2.717 -4.953
O 1.485 -2.055 -5.375
O 2.813 -2.703 -3.336
C 2.557 -1.414 -2.715
C 2.988 -1.581 -1.279
C 4.126 -1.496 -5.398
H 1.479 -1.258 -2.730
H 3.058 -0.525 -3.098
H 2.209 -2.172 -0.798
H 2.969 -0.673 -0.676
H 3.995 -1.998 -1.297
H 4.983 -1.568 -4.729
H 3.638 -0.528 -5.282
H 4.437 -1.636 -6.433
O 1.722 1.373 -4.222
S 0.468 1.925 -4.655
O 0.054 3.258 -4.255
O 0.351 1.741 -6.328
C 1.502 1.222 -7.005
C 1.289 1.291 -8.531
C -0.846 0.633 -4.298
H 1.735 0.196 -6.722
H 2.426 1.726 -6.722
H 2.005 0.602 -8.979
H 1.528 2.295 -8.880
H 0.302 0.987 -8.881
H -0.709 0.413 -3.239
H -0.832 -0.230 -4.965
H -1.815 1.106 -4.460
O 0.033 -3.057 2.606
S 1.366 -2.953 3.250
O 1.578 -3.115 4.707
O 2.364 -4.028 2.496
C 3.616 -4.444 2.983
C 4.543 -4.590 1.809
C 2.108 -1.336 2.724
H 3.547 -5.417 3.470
H 4.034 -3.715 3.677
H 4.037 -4.980 0.926
H 5.481 -5.101 2.026
H 4.966 -3.624 1.533
H 1.332 -0.571 2.708
H 2.597 -1.409 1.753
H 2.894 -1.094 3.440
O -4.293 4.230 1.954
S -3.473 3.022 2.050
O -2.024 3.056 1.728
O -3.620 2.363 3.544
C -3.418 3.232 4.652
C -3.963 2.472 5.913
C -4.375 1.639 1.100
H -3.835 4.229 4.513
H -2.343 3.376 4.759
H -3.748 1.413 6.053
H -5.035 2.614 6.051
H -3.559 2.976 6.791
H -4.677 0.825 1.760
H -3.695 1.350 0.299
H -5.255 2.097 0.649
C 0.463 1.724 4.340
O 1.749 1.974 3.814
C 1.905 2.302 2.473
O 0.991 2.628 1.753
O 3.198 2.251 2.089
C 4.233 1.821 2.985
H 0.106 2.743 4.491
H 0.485 1.185 5.287
H -0.132 1.116 3.659
H 4.169 2.408 3.902
H 5.237 2.073 2.642
H 4.232 0.738 3.109
C -2.663 -0.897 3.067
O -3.776 -0.691 3.934
C -4.981 -1.320 3.628
O -5.173 -2.240 2.768
O -5.962 -0.676 4.301
C -7.281 -1.092 4.320
H -1.831 -0.356 3.517
H -2.847 -0.546 2.052
H -2.455 -1.962 2.963
H -7.830 -0.326 4.868
H -7.371 -2.021 4.884
H -7.698 -1.274 3.330
C 3.548 2.155 -1.325
O 3.291 3.360 -2.094
C 2.140 4.033 -1.955
O 1.184 3.625 -1.294
O 2.155 5.224 -2.606
C 3.148 5.756 -3.436
H 2.988 1.333 -1.772
H 3.200 2.239 -0.295
H 4.596 1.855 -1.305
H 2.714 6.631 -3.920
H 3.398 5.139 -4.299
H 3.990 6.053 -2.811
*
```

* frontier orbital gap (spin up / spin down): 0.3103 / 0.1340 hartree
* ⟨S²⟩: 8.768
* E_LUMO (spin up / spin down): -0.2150 / -0.3913 hartree
* total energy: -150847.7519 eV
* HOMO energy (spin up / spin down): -14.3 / -14.3 eV